[1]
{
  "formula": "C41H48N4O6P2ReSTe",
  "method": "the ωB97M-V functional and the def2-TZVPD basis",
  "s2": 3.7928,
  "e_lumo_ev": [-6.2798, -7.5261],
  "charge": 2,
  "e_above_lowest_kj_mol": 621.0,
  "homo_energy_ha": [-0.4980, -0.4987],
  "spin_multiplicity": 4,
  "elements": ["Re", "Te", "S", "P", "P", "O", "O", "O", "O", "O", "O", "N", "N", "N", "N", "C", "C", "C", "C", "C", "C", "C", "C", "C", "C", "C", "C", "C", "C", "C", "C", "C", "C", "C", "C", "C", "C", "C", "C", "C", "C", "C", "C", "C", "C", "C", "C", "C", "C", "C", "C", "C", "C", "C", "C", "C", "H", "H", "H", "H", "H", "H", "H", "H", "H", "H", "H", "H", "H", "H", "H", "H", "H", "H", "H", "H", "H", "H", "H", "H", "H", "H", "H", "H", "H", "H", "H", "H", "H", "H", "H", "H", "H", "H", "H", "H", "H", "H", "H", "H", "H", "H", "H", "H"],
  "xyz": [[-0.42, 0.23, -0.09], [0.24, 1.69, 2.13], [-2.03, -0.64, 2.28], [0.26, 1.36, -2.12], [1.09, -1.68, -0.83], [-2.94, -0.87, 0.92], [-0.66, -0.82, 1.65], [-3.27, -3.14, 0.80], [-1.88, -0.63, -1.47], [-2.14, 0.85, 2.45], [-3.98, -0.85, -2.02], [-2.29, 1.70, -0.17], [-5.06, -1.68, 0.41], [-4.04, -2.01, 2.57], [-3.01, -3.36, -0.57], [4.86, -2.49, -2.28], [0.75, -0.97, -3.61], [-1.51, 5.55, -2.73], [2.62, 1.60, 3.88], [1.62, 0.95, 4.62], [0.54, -3.01, 0.29], [2.45, 2.59, -3.34], [-1.82, 4.57, -3.65], [-5.22, 0.87, 0.75], [-0.11, 0.29, -3.58], [2.96, 1.15, 6.61], [5.56, -2.92, -1.17], [-0.24, 3.97, -1.46], [0.45, -3.78, 2.58], [-0.30, -4.87, 2.17], [-3.87, -1.93, 1.15], [-1.34, 3.28, -3.49], [3.77, 2.03, 4.52], [-4.79, 1.47, -0.59], [-3.08, -0.20, -1.55], [2.90, -2.04, -0.93], [4.93, -2.91, 0.07], [0.86, -2.85, 1.64], [-0.61, -5.04, 0.84], [3.95, 1.80, 5.88], [4.73, 2.31, -2.66], [-3.34, 1.26, -1.09], [3.79, 2.86, -3.52], [2.03, 1.77, -2.30], [3.62, -2.46, 0.19], [4.32, 1.50, -1.61], [1.80, 0.73, 5.98], [2.97, 1.25, -1.42], [3.55, -2.06, -2.16], [2.41, 1.79, 2.41], [0.47, -2.04, -2.54], [-0.53, 2.98, -2.40], [-5.88, -0.53, 0.72], [0.38, 0.51, 3.92], [-0.20, -4.11, -0.11], [-0.73, 5.25, -1.62], [1.73, 3.03, -4.02], [-4.88, -1.53, 2.88], [5.05, 1.07, -0.93], [0.59, -1.45, -4.58], [-3.89, -3.54, -1.05], [-6.34, -0.70, 1.69], [-5.45, 1.11, -1.38], [1.03, 0.23, 6.55], [5.33, -2.50, -3.25], [4.12, 3.50, -4.32], [-0.48, -4.26, -1.14], [-0.52, 0.68, 4.51], [-1.58, 2.53, -4.23], [2.62, 0.64, -0.59], [-2.44, 4.81, -4.50], [0.11, 0.87, -4.48], [3.06, -1.76, -3.07], [-2.56, -2.54, -0.97], [-4.92, 2.56, -0.53], [4.54, 2.53, 3.95], [0.42, -0.55, 3.64], [-4.10, -2.99, 2.84], [-2.13, 2.70, -0.28], [-1.18, -5.90, 0.51], [-6.00, 1.53, 1.14], [2.89, 0.98, 1.84], [-0.50, 6.02, -0.91], [-6.68, -0.54, -0.02], [1.79, -0.64, -3.58], [0.93, -2.98, -2.85], [0.71, -3.66, 3.62], [-4.89, -1.74, -0.59], [3.18, -2.48, 1.16], [-0.61, -2.18, -2.48], [-4.41, 0.88, 1.48], [2.81, 2.74, 2.06], [-0.64, -5.59, 2.90], [6.58, -3.26, -1.26], [3.10, 0.97, 7.66], [4.85, 2.14, 6.36], [-1.17, 0.03, -3.56], [5.46, -3.26, 0.94], [1.42, -1.98, 1.97], [-1.88, 6.56, -2.86], [0.39, 3.72, -0.60], [-2.57, 1.54, 0.81], [-3.24, 1.84, -2.02], [5.78, 2.50, -2.79]]
}

=====

[2]
{
  "formula": "C41H48N5O5PS3Tl",
  "method": "the ωB97M-V functional and the def2-TZVPD basis",
  "e_lumo_ev": -3.2686,
  "charge": 1,
  "e_above_lowest_kj_mol": 59.3,
  "homo_energy_ha": -0.3416,
  "elements": ["Tl", "S", "S", "S", "P", "O", "O", "O", "O", "O", "N", "N", "N", "N", "N", "C", "C", "C", "C", "C", "C", "C", "C", "C", "C", "C", "C", "C", "C", "C", "C", "C", "C", "C", "C", "C", "C", "C", "C", "C", "C", "C", "C", "C", "C", "C", "C", "C", "C", "C", "C", "C", "C", "C", "C", "C", "H", "H", "H", "H", "H", "H", "H", "H", "H", "H", "H", "H", "H", "H", "H", "H", "H", "H", "H", "H", "H", "H", "H", "H", "H", "H", "H", "H", "H", "H", "H", "H", "H", "H", "H", "H", "H", "H", "H", "H", "H", "H", "H", "H", "H", "H", "H", "H"],
  "xyz": [[0.44, 0.95, -1.01], [-0.63, 5.57, 1.75], [0.60, 2.51, 1.39], [1.93, -0.04, 2.35], [0.86, 4.51, 1.12], [-0.59, -4.01, -0.32], [-4.14, 2.09, -0.83], [2.30, 4.90, 1.73], [1.12, 4.80, -0.42], [3.16, 0.35, 1.31], [0.41, -2.07, 0.23], [4.37, -0.54, 3.00], [-1.90, 2.03, -0.93], [-1.93, -0.70, -0.51], [2.80, -1.16, 4.63], [-2.99, 1.40, -0.83], [3.10, -0.66, 3.46], [0.74, -2.54, 4.72], [7.90, 0.30, 0.74], [3.94, -3.12, 0.49], [-3.09, -2.79, -0.61], [0.78, -4.40, -0.06], [1.40, -1.21, 5.06], [3.06, 6.15, -0.97], [-2.21, 3.46, -0.99], [-3.09, -0.08, -0.72], [3.85, -1.61, 5.55], [-1.55, 4.15, -2.16], [-0.56, 4.13, -4.36], [6.78, 0.03, 1.51], [-4.30, -0.74, -0.85], [5.24, -2.33, -1.36], [-0.64, -2.67, -0.17], [-1.94, -2.03, -0.45], [3.66, 3.44, 3.07], [2.33, 4.85, -1.20], [1.75, 4.68, 4.15], [5.51, 0.31, 1.01], [-4.29, -2.13, -0.80], [2.84, -2.18, -1.42], [1.43, -3.10, 0.47], [-1.35, 5.53, -2.10], [4.07, -1.96, -2.02], [-0.37, 5.50, -4.30], [-3.76, 3.48, -1.06], [4.43, -0.46, 6.35], [-1.15, 3.46, -3.30], [5.36, 0.85, -0.27], [3.21, 3.63, -1.01], [7.74, 0.84, -0.53], [6.48, 1.12, -1.03], [4.35, 0.02, 1.82], [5.17, -2.91, -0.10], [2.76, -2.77, -0.16], [2.81, 4.70, 3.07], [-0.77, 6.20, -3.17], [1.39, -1.03, 6.14], [-4.22, 4.08, -0.28], [6.88, -0.39, 2.51], [2.37, 6.99, -1.04], [2.67, 2.71, -1.25], [-5.21, -2.68, -0.91], [3.67, 0.04, 6.95], [8.88, 0.09, 1.13], [0.76, -5.20, 0.67], [4.88, 0.28, 5.68], [1.25, -3.37, 5.20], [1.93, -1.90, -1.93], [4.07, 3.70, -1.69], [0.74, -2.70, 3.64], [2.24, 4.60, 5.12], [-0.30, -2.54, 5.05], [1.07, 3.83, 4.03], [5.20, -0.82, 7.03], [6.08, -3.19, 0.41], [3.03, 2.58, 2.85], [4.37, 1.05, -0.66], [-1.31, 2.39, -3.36], [1.22, -4.75, -0.99], [3.45, 5.56, 3.22], [1.15, 5.59, 4.13], [-5.21, -0.18, -1.00], [3.58, 3.56, 0.01], [8.62, 1.05, -1.13], [-3.04, -3.87, -0.56], [-4.13, 3.77, -2.04], [0.08, 6.02, -5.13], [-0.62, 7.27, -3.11], [3.39, -2.35, 6.20], [-1.85, 3.92, -0.07], [6.20, -2.16, -1.83], [6.37, 1.54, -2.02], [3.89, -3.58, 1.48], [4.46, 3.50, 2.32], [-1.60, 6.07, -1.20], [0.86, -0.37, 4.61], [-0.26, 3.57, -5.24], [3.53, 6.18, 0.01], [4.12, -1.51, -3.00], [1.95, 4.84, -2.23], [1.59, -3.17, 1.55], [3.83, 6.28, -1.74], [4.62, -2.12, 4.97], [4.12, 3.31, 4.05]]
}

=====

[3]
{
  "formula": "C41H49AsCuN7O4S2",
  "method": "the ωB97M-V functional and the def2-TZVPD basis",
  "s2": 0.7761,
  "e_lumo_ev": [-2.2026, -5.0330],
  "charge": 1,
  "e_above_lowest_kj_mol": 0.0,
  "homo_energy_ha": [-0.3782, -0.3782],
  "spin_multiplicity": 2,
  "elements": ["As", "Cu", "S", "S", "O", "O", "O", "O", "N", "N", "N", "N", "N", "N", "N", "C", "C", "C", "C", "C", "C", "C", "C", "C", "C", "C", "C", "C", "C", "C", "C", "C", "C", "C", "C", "C", "C", "C", "C", "C", "C", "C", "C", "C", "C", "C", "C", "C", "C", "C", "C", "C", "C", "C", "C", "C", "H", "H", "H", "H", "H", "H", "H", "H", "H", "H", "H", "H", "H", "H", "H", "H", "H", "H", "H", "H", "H", "H", "H", "H", "H", "H", "H", "H", "H", "H", "H", "H", "H", "H", "H", "H", "H", "H", "H", "H", "H", "H", "H", "H", "H", "H", "H", "H", "H"],
  "xyz": [[0.56, -2.82, -0.59], [-0.50, 0.96, 0.15], [-0.60, 1.97, 2.29], [1.62, 6.14, 1.84], [-2.58, 2.26, -1.93], [1.63, 5.76, 3.25], [1.78, 7.53, 1.54], [2.37, 5.20, 1.02], [-2.79, 0.46, -3.25], [1.66, 0.82, 3.22], [3.53, 1.83, -1.99], [1.73, 2.99, 3.22], [-2.24, -0.18, 0.08], [1.26, 1.33, -0.89], [-3.40, 3.68, 0.40], [-3.57, -5.02, -1.41], [1.51, 2.79, -0.93], [2.35, -6.52, -1.64], [0.67, -3.17, 4.14], [-1.14, -3.74, -0.86], [3.06, 2.63, 3.72], [-2.86, -0.43, 1.25], [-1.07, 5.65, 2.33], [1.29, 0.83, -2.29], [-3.96, -1.41, -1.02], [3.09, -3.86, -1.42], [-2.78, -0.67, -1.04], [-4.03, -1.16, 1.34], [2.93, 3.07, -1.48], [4.03, -4.81, -1.79], [1.41, -5.57, -1.26], [3.66, -6.15, -1.90], [1.78, -4.23, -1.15], [1.00, 1.94, 2.92], [-1.46, 4.84, -0.34], [1.27, -4.09, 1.99], [-3.16, -4.82, -0.10], [3.70, 0.89, -0.89], [0.09, -2.08, 3.51], [-3.01, 1.75, -2.97], [-4.59, -1.66, 0.18], [-2.41, 4.52, 0.68], [-1.56, -3.94, -2.18], [-0.06, 5.77, 1.36], [-2.76, -4.57, -2.45], [3.01, 1.08, 3.74], [2.63, 1.23, -2.96], [-2.24, 5.04, 2.00], [-0.31, 5.47, 0.00], [1.27, -4.17, 3.38], [0.12, -1.99, 2.12], [-3.83, 2.53, -3.96], [2.37, 0.71, -0.12], [-1.95, -4.19, 0.18], [0.69, -3.00, 1.35], [-2.06, -0.41, -2.33], [3.56, 3.48, -0.70], [-4.86, 2.58, -3.60], [2.46, 1.94, -3.77], [-0.92, -3.62, -3.00], [2.11, -0.33, 0.07], [0.66, -3.25, 5.22], [-0.39, -1.30, 4.09], [0.73, 3.23, -1.56], [3.12, 0.68, 4.75], [-0.33, -1.13, 1.63], [-1.10, 0.03, -2.10], [-3.45, 3.55, -4.02], [3.82, 3.02, 3.05], [-0.86, 5.96, 3.34], [3.39, -2.82, -1.34], [-4.50, -5.52, -1.62], [-3.77, -5.18, 0.72], [-3.06, -4.74, -3.48], [-1.65, 4.50, -1.35], [-3.83, 2.08, -4.95], [1.30, -0.10, 3.01], [1.73, -5.02, 3.87], [-4.48, -1.33, 2.31], [1.48, 3.98, 3.17], [1.73, -4.88, 1.41], [4.06, -0.06, -1.29], [-3.01, 4.85, 2.74], [-1.89, -1.36, -2.85], [0.39, -5.87, -1.06], [2.41, 1.22, 0.83], [-1.64, -4.05, 1.21], [3.23, 3.05, 4.71], [2.05, -7.56, -1.73], [-5.50, -2.24, 0.21], [5.05, -4.52, -1.99], [-4.00, 3.35, 1.14], [1.40, 3.20, 0.07], [3.77, 0.63, 3.10], [2.90, 3.79, -2.30], [-3.35, 3.14, -0.47], [4.39, -6.89, -2.19], [4.47, 1.27, -0.22], [-4.35, -1.81, -1.95], [3.11, 0.35, -3.40], [0.44, 1.26, -2.81], [-2.38, -0.02, 2.13], [-3.17, 0.07, -4.10], [0.46, 5.67, -0.73], [1.16, -0.26, -2.25]]
}

=====

[4]
{
  "formula": "C41H50Cl3MoN6O2",
  "method": "the ωB97M-V functional and the def2-TZVPD basis",
  "s2": 2.0189,
  "e_lumo_ev": [-3.6961, -3.7492],
  "charge": 1,
  "homo_energy_ha": [-0.3430, -0.3448],
  "spin_multiplicity": 3,
  "elements": ["Mo", "Cl", "Cl", "Cl", "O", "O", "N", "N", "N", "N", "N", "N", "C", "C", "C", "C", "C", "C", "C", "C", "C", "C", "C", "C", "C", "C", "C", "C", "C", "C", "C", "C", "C", "C", "C", "C", "C", "C", "C", "C", "C", "C", "C", "C", "C", "C", "C", "C", "C", "C", "C", "C", "C", "H", "H", "H", "H", "H", "H", "H", "H", "H", "H", "H", "H", "H", "H", "H", "H", "H", "H", "H", "H", "H", "H", "H", "H", "H", "H", "H", "H", "H", "H", "H", "H", "H", "H", "H", "H", "H", "H", "H", "H", "H", "H", "H", "H", "H", "H", "H", "H", "H", "H"],
  "xyz": [[-0.09, 0.28, -0.18], [-4.60, -0.64, -3.10], [-4.23, -2.85, -1.26], [-5.45, -0.39, -0.34], [-2.36, 2.59, -0.95], [-0.20, 1.99, -1.15], [-0.69, -1.47, 1.05], [-1.91, -0.28, -0.79], [1.10, -1.16, -1.02], [-0.66, 0.25, -3.38], [-0.65, 1.18, 1.56], [1.80, 1.19, 0.21], [-4.55, -3.10, 2.79], [-1.69, -1.45, 1.99], [-1.20, 4.48, 3.24], [1.33, -4.25, -3.11], [-1.28, 3.09, 2.69], [2.12, -0.82, -1.90], [-1.34, -5.13, 1.58], [-2.09, -2.79, 2.35], [-0.24, 2.44, 1.93], [0.79, -2.48, -1.29], [-3.13, -3.13, 3.37], [-1.85, 0.97, 2.21], [3.31, -1.85, -3.96], [-0.53, -2.80, 0.73], [2.02, 2.29, 1.00], [-2.43, -5.73, 0.68], [3.63, 5.33, 0.80], [-0.02, -4.39, -3.81], [3.34, 2.83, 0.76], [4.67, -2.40, -3.54], [-2.95, -0.61, -1.08], [2.97, 0.25, -1.69], [-1.39, 2.40, -1.64], [-0.67, 4.50, 4.68], [6.19, 1.12, -0.48], [0.08, -3.27, -0.42], [-3.62, 2.38, 3.48], [-4.71, 2.62, 2.43], [-4.29, -1.10, -1.43], [2.31, -1.87, -2.85], [-1.35, -3.63, 1.59], [3.94, 3.99, 1.49], [5.23, 2.25, -0.89], [-2.28, 2.18, 2.84], [-2.33, -0.30, 2.43], [3.88, 2.11, -0.26], [-0.44, 1.64, -3.83], [1.50, -2.91, -2.46], [2.89, 1.11, -0.61], [-1.42, 2.57, -3.14], [1.04, 2.92, 1.74], [-0.01, -4.32, -0.64], [0.58, 1.93, -3.57], [2.92, -2.44, -4.80], [3.42, -0.83, -4.33], [4.58, -3.43, -3.18], [5.10, -1.81, -2.73], [-3.57, 3.23, 4.16], [-0.36, -5.49, 1.26], [-0.57, 5.09, 2.61], [-3.42, -5.56, 1.09], [-1.16, 3.61, -3.36], [-0.54, 1.74, -4.92], [5.65, 3.21, -0.60], [7.15, 1.24, -0.97], [-2.30, -6.81, 0.58], [2.14, -4.40, -3.83], [-0.15, -5.39, -4.22], [5.37, -2.40, -4.37], [-0.11, -3.68, -4.64], [5.12, 2.27, -1.97], [-4.45, 3.47, 1.79], [1.44, -5.03, -2.36], [-0.65, 5.51, 5.08], [-1.31, 3.89, 5.34], [-3.07, -2.43, 4.21], [-5.67, 2.83, 2.90], [-4.63, -3.75, 1.92], [5.02, 3.86, 1.55], [0.00, -0.38, -3.82], [4.06, 6.16, 1.36], [0.34, 4.09, 4.73], [-3.88, 1.51, 4.09], [1.30, 3.86, 2.21], [3.80, 0.37, -2.37], [-1.48, -5.49, 2.60], [-2.44, 2.41, -3.47], [-4.83, -2.09, 2.47], [-2.20, 4.92, 3.21], [-2.40, -5.29, -0.32], [-0.85, -4.19, -3.12], [3.58, 4.01, 2.52], [5.79, 0.14, -0.75], [-1.58, -0.06, -3.67], [-3.21, -0.42, 3.05], [4.04, 5.35, -0.21], [-4.81, 1.75, 1.78], [-5.28, -3.44, 3.53], [-2.92, -4.12, 3.78], [6.35, 1.12, 0.60], [2.55, 5.49, 0.72]]
}

=====

Number 1: electronic energy -3688.263637 Ha. Number 2: electronic energy -3949.479191 Ha. Number 3: electronic energy -6948.493258 Ha. Number 4: electronic energy -3520.029035 Ha.